# 1
This record from the Open Molecules 2025 dataset describes a cluster of 4 separate species, C26H26F3N3O9 in total. The level of theory is ωB97M-V/def2-TZVPD.

```
67
Properties=species:S:1:pos:R:3
C 2.59848 2.80250 1.09206
C 2.06042 3.74582 0.00565
C 0.63379 3.26876 -0.34410
O 0.11860 3.81903 -1.50957
O -0.13950 3.76343 0.76666
C 0.42062 4.89916 1.22527
O -0.03592 5.53755 2.14157
C 1.68273 5.15960 0.42191
C 2.67517 6.05587 1.19469
C 4.14754 5.67490 1.15807
C 4.77645 5.59338 -0.21756
F 5.95350 6.29642 -0.26890
F 5.10121 4.30305 -0.54824
F 3.97987 6.07964 -1.20368
H 2.42143 1.78465 0.76419
H 2.07266 2.95281 2.02761
H 3.66825 2.88762 1.21683
H 2.65115 3.62458 -0.89206
H 0.47399 2.20107 -0.34388
H -0.00952 3.08592 -2.12200
H 1.44625 5.67733 -0.50056
H 2.37700 6.02316 2.23612
H 2.53110 7.07833 0.87512
H 4.68821 6.45429 1.68277
H 4.32782 4.77085 1.71465
O -1.37661 2.19521 -3.10516
N -2.04912 1.22882 -3.41042
O -1.61908 0.22746 -3.93156
C -3.48338 1.29898 -3.11235
C -3.98538 2.44831 -2.53045
C -5.34219 2.51849 -2.26259
C -6.16972 1.44838 -2.57499
C -5.64295 0.30000 -3.15228
C -4.28837 0.21959 -3.42561
H -3.33314 3.27445 -2.28762
H -5.75328 3.40979 -1.81067
H -7.22968 1.50920 -2.36801
H -6.28888 -0.53274 -3.39192
H -3.87081 -0.66808 -3.87597
O 1.77935 -0.14182 -2.66934
N 1.59777 -0.41432 -1.50816
O 1.54441 0.41362 -0.61186
C 1.42804 -1.82493 -1.14513
C 1.50916 -2.78492 -2.13682
C 1.36419 -4.11692 -1.78706
C 1.13963 -4.47037 -0.46273
C 1.05432 -3.48867 0.51632
C 1.19922 -2.15375 0.17811
H 1.68263 -2.50216 -3.16404
H 1.42887 -4.88149 -2.54815
H 1.03290 -5.51195 -0.19306
H 0.87726 -3.76391 1.54712
H 1.13621 -1.38589 0.93432
O 0.39016 -7.49744 0.67439
N 0.52568 -7.37306 1.87567
O 1.57123 -7.51849 2.46634
C -0.66227 -7.01247 2.66179
C -1.87486 -6.86439 2.01464
C -2.99361 -6.53751 2.76258
C -2.88619 -6.36166 4.13560
C -1.65752 -6.50804 4.76559
C -0.53332 -6.83690 4.02692
H -1.94997 -7.00209 0.94676
H -3.95045 -6.42194 2.27361
H -3.76306 -6.11047 4.71686
H -1.57513 -6.36825 5.83404
H 0.42504 -6.95439 4.50939
```

Structure (SMILES) ... C[C@H]1[C@H](O)OC(=O)[C@H]1CCC(F)(F)F.O=[N+]([O-])c1ccccc1.O=[N+]([O-])c1ccccc1.O=[N+]([O-])c1ccccc1
E ... -2147.14896 hartree

---

# 2
This record from the Open Molecules 2025 dataset describes a cluster of 2 separate species, CH3F3NS in total. The level of theory is ωB97M-V/def2-TZVPD.

```
9
Properties=species:S:1:pos:R:3
C 0.23106 0.47831 -0.41495
N 1.21994 0.06281 0.38833
F 4.38149 -0.77755 3.39286
F 5.08100 -1.79377 1.49603
F 4.78649 0.68168 1.73773
S 4.00867 -0.69595 1.87282
H 0.70850 1.16569 -1.18581
H -0.79467 0.84704 0.05587
H -0.07993 -0.55892 -0.86714
```

ΔE to the lowest compared entry with this formula, charge and spin ... 84.1 kcal per mole
Charge ... +1

---

# 3
This record from the Open Molecules 2025 dataset describes the molecule C6H10O. The level of theory is ωB97M-V/def2-TZVPD.

```
17
Properties=species:S:1:pos:R:3
C -1.78901 -0.68318 0.29831
C -0.87399 -0.13532 -0.78077
O -0.66147 1.26855 -0.60455
C 0.72515 1.55736 -0.42933
C 1.43397 0.26365 -0.07675
C 0.85647 -0.41470 1.10844
C 0.44566 -0.76388 -0.42746
H -1.11846 -0.47368 1.17369
H -1.78659 -1.78017 0.27007
H -2.82362 -0.32308 0.22943
H -1.24430 -0.33366 -1.80218
H 1.16885 1.95638 -1.34974
H 0.80693 2.30481 0.36552
H 2.48695 0.14198 -0.25972
H 0.44116 0.29697 1.85152
H 1.38303 -1.20074 1.63334
H 0.69131 -1.70782 -0.92347
```

Structure (SMILES) ... C[C@H]1OC[C@H]2C[C@H]21
ΔE to the lowest compared entry with this formula, charge and spin ... 43.4 kcal per mole

---

# 4
This record from the Open Molecules 2025 dataset describes a structure of composition C45H47N6O8S2Yb. The level of theory is ωB97M-V/def2-TZVPD.

```
109
Properties=species:S:1:pos:R:3
Yb -0.13448 -0.30557 0.96196
O 0.66058 -1.22054 -0.87619
C 1.78116 -1.35004 -1.47217
C 1.95542 -0.90876 -2.81411
C 3.14003 -1.06391 -3.48017
C 4.23845 -1.67598 -2.86799
C 4.11384 -2.11841 -1.57534
C 2.91920 -1.96796 -0.85873
C 2.87421 -2.40537 0.49519
N 1.91183 -2.19459 1.31594
C 2.12194 -2.68961 2.65808
C 0.90888 -2.38127 3.53547
N 0.61385 -0.97679 3.41670
C 0.72346 -0.26508 4.48322
C 0.61110 1.14819 4.57036
C 0.63904 1.75565 5.83787
C 0.63733 3.11749 5.97660
C 0.63441 3.92268 4.82669
C 0.60246 3.36980 3.57762
C 0.54309 1.95691 3.38209
O 0.46037 1.45346 2.21810
H 1.11547 -0.41760 -3.28699
H 3.23650 -0.69629 -4.49250
H 5.17029 -1.78683 -3.40560
H 4.95667 -2.58707 -1.07993
H 3.77538 -2.94668 0.83167
H 2.99882 -2.19038 3.09964
H 2.30658 -3.77309 2.65961
H 1.13830 -2.66750 4.57672
H 0.05129 -2.95770 3.17790
H 0.95561 -0.76348 5.44010
H 0.65524 1.11663 6.71413
H 0.64913 3.56512 6.95993
H 0.63281 4.99770 4.94561
H 0.59573 3.98628 2.68946
N -2.27253 -0.46710 3.15493
N -2.97162 0.75887 3.01914
C -2.56284 1.67761 2.02422
O -2.97132 2.82110 2.14828
O -1.94584 1.16909 1.03375
H -2.95048 -1.19974 3.36318
H -1.61006 -0.42498 3.93231
H -3.27476 1.21005 3.87852
O 1.60664 4.16138 -4.96092
C 0.29054 3.85703 -4.55520
C 0.29758 2.91947 -3.37714
C -0.75557 2.04199 -3.15377
C -0.76320 1.28767 -1.99127
N 0.19873 1.33327 -1.08427
C 1.26894 2.08983 -1.34211
C 1.34057 2.91516 -2.46530
C 2.39811 1.96007 -0.40581
C 3.51633 2.78993 -0.48289
C 4.56534 2.61357 0.40375
C 5.81431 3.45138 0.29281
O 6.02892 3.96343 -0.99849
C 4.43642 1.62233 1.36863
C 3.30138 0.83001 1.35561
N 2.31715 0.96862 0.48499
H 1.57291 4.76632 -5.70886
H -0.28195 3.40373 -5.37837
H -0.23712 4.77555 -4.24328
H -1.56046 1.94938 -3.86561
H -1.55893 0.58663 -1.78624
H 2.19073 3.54542 -2.66281
H 3.59751 3.56926 -1.22269
H 6.67861 2.85681 0.62874
H 5.73480 4.33002 0.94220
H 6.07689 3.22908 -1.62199
H 5.20681 1.46138 2.10495
H 3.18062 0.03409 2.07703
O -2.33316 -0.91426 -0.50375
S -3.54374 -0.24572 0.04667
C -4.89934 -1.40967 -0.56869
C -5.26433 -2.42262 0.50779
C -4.03960 -3.07887 1.15107
C -3.17041 -3.86280 0.18285
S -1.44408 -3.93526 0.87781
O -1.12107 -2.54314 1.26967
C -0.64229 -4.28564 -0.71371
C -0.69584 -3.37397 -1.75422
C -0.02145 -3.66439 -2.92927
C 0.67556 -4.85346 -3.05911
C 0.70318 -5.76849 -2.01959
C 0.04437 -5.48240 -0.83657
C -3.93350 1.04223 -1.18771
C -4.05814 2.35983 -0.77771
C -4.20004 3.36204 -1.72478
C -4.24612 3.04909 -3.07178
C -4.14494 1.72625 -3.47816
C -3.97571 0.72461 -2.53830
H -4.51883 -1.89769 -1.46023
H -5.76781 -0.81220 -0.82703
H -5.92706 -3.18677 0.09140
H -5.81777 -1.91110 1.29658
H -4.36121 -3.72706 1.97016
H -3.41600 -2.28003 1.56264
H -3.09022 -3.34642 -0.76756
H -3.50448 -4.88839 0.02998
H -1.22174 -2.43911 -1.62968
H -0.03342 -2.95810 -3.74477
H 1.20858 -5.06029 -3.97415
H 1.23381 -6.70108 -2.12953
H 0.05654 -6.17297 -0.00569
H -3.99068 2.61827 0.26634
H -4.26167 4.38955 -1.39808
H -4.35358 3.83448 -3.80630
H -4.18216 1.47589 -4.53011
H -3.83882 -0.29747 -2.86341
```

<S²> ... 0.751
ΔE to the lowest compared entry with this formula, charge and spin ... 0.0 kcal per mole
2S+1 ... 2

---

# 5
This record from the Open Molecules 2025 dataset describes the molecule C4H6N2O. The level of theory is ωB97M-V/def2-TZVPD.

```
13
Properties=species:S:1:pos:R:3
O -2.05414 0.29002 1.61638
C -1.18238 0.33784 0.78469
N -0.13943 1.23100 0.73709
C 0.92571 0.82447 -0.15667
C 0.21303 -0.25016 -0.97902
C -0.06671 -1.54917 -0.33128
N -1.09080 -0.50416 -0.37669
H -0.02510 1.89910 1.48221
H 1.78607 0.42246 0.39499
H 1.27719 1.64675 -0.78512
H 0.22508 -0.16061 -2.06030
H -0.29909 -2.41992 -0.93844
H 0.43055 -1.76762 0.61216
```

Structure (SMILES) ... O=C1NC[C@H]2CN12
ΔE to the lowest compared entry with this formula, charge and spin ... 28.3 kcal per mole

---

# 6
This record from the Open Molecules 2025 dataset describes a structure of composition C32H27AsO3PRuSe4. The level of theory is ωB97M-V/def2-TZVPD.

```
69
Properties=species:S:1:pos:R:3
Ru -1.19254 -1.11964 2.88842
Se -1.65618 -3.33419 3.56149
Se -0.31624 -4.90066 4.32419
Se 2.24248 -2.23233 3.15911
Se 0.89597 -0.70288 4.02770
O -5.23548 0.02879 2.98833
C -4.02579 0.00915 2.95779
O -3.30799 -1.04744 2.93269
C -3.21994 1.34045 2.93741
P -1.69288 0.96383 1.98219
C -1.00305 2.60061 1.59221
C -1.47183 3.75221 2.21888
C -1.06266 4.99908 1.77861
C -0.14798 5.10796 0.74462
C 0.37032 3.96215 0.16100
C -0.05860 2.71663 0.57727
C -2.46206 0.51927 0.38797
C -3.00589 1.50334 -0.42843
C -3.68201 1.14905 -1.58057
C -3.80503 -0.18284 -1.94018
C -3.25940 -1.16818 -1.13432
C -2.60054 -0.81809 0.02949
H -2.95060 1.59047 3.97277
H -3.82391 2.14587 2.51066
H -2.16917 3.68899 3.03915
H -1.46691 5.88883 2.24034
H 0.16197 6.08114 0.39567
H 1.10130 4.03606 -0.63110
H 0.33494 1.82095 0.11521
H -2.90968 2.54382 -0.15059
H -4.11697 1.91786 -2.20050
H -4.32928 -0.45417 -2.84425
H -3.35656 -2.20902 -1.40382
H -2.20093 -1.60482 0.67448
O 0.34945 -0.35165 0.92091
As 1.30237 -0.86790 -0.30501
C 3.18321 -0.64945 0.09873
C 3.54537 0.16199 1.16402
C 4.88457 0.34134 1.46227
C 5.85316 -0.27448 0.68576
C 5.48909 -1.07655 -0.38449
C 4.15123 -1.26829 -0.67910
C 0.85984 -2.69444 -0.74626
C 1.21453 -3.28272 -1.95184
C 0.84639 -4.59291 -2.20157
C 0.11955 -5.30273 -1.25889
C -0.23776 -4.71553 -0.05643
C 0.13711 -3.40953 0.19486
C 0.98621 0.23002 -1.88441
C 1.89466 1.21946 -2.24018
C 1.59456 2.08064 -3.28208
C 0.38501 1.96650 -3.94937
C -0.52775 0.98952 -3.58565
C -0.22532 0.11844 -2.55387
H 2.76843 0.62794 1.76460
H 5.17461 0.95318 2.30336
H 6.89848 -0.13110 0.91643
H 6.25115 -1.55457 -0.98262
H 3.85868 -1.90479 -1.50517
H 1.77267 -2.71590 -2.68788
H 1.12632 -5.06136 -3.13402
H -0.16833 -6.32098 -1.46702
H -0.80244 -5.27065 0.67808
H -0.12766 -2.91529 1.13780
H 2.82963 1.31008 -1.69290
H 2.30188 2.84710 -3.56393
H 0.14417 2.65206 -4.74919
H -1.48094 0.92225 -4.09260
H -0.92901 -0.65196 -2.25626
```

<S²> ... 8.782
2S+1 ... 6
E ... -13739.03781 hartree

---

Number 5 is which compound? C4H6N2O